No. 1
C21H45FO11 | wB97M-V/def2-TZVPD

Its multiplicity is 1. As for the charge: 0. The energy relative to the best compared isomer or geometry (same formula, charge and spin) comes out at 15.2 kJ/mol. As for the lowest unoccupied orbital energy: -0.762 eV. The value obtained for the HOMO energy is -9.738 eV. Its SMILES is C[C@H](F)c1ccc2c(c1)C(=O)C=CC2=O.CO.CO.CO.CO.CO.CO.CO.CO.CO. The frontier orbital gap is 9.0 eV.

Element x y z (Å)
C1 -1.6026 -2.5597 2.4306
C2 -1.4012 -1.0488 2.3290
F1 -2.6140 -0.3931 2.5063
C3 -0.7916 -0.6209 1.0123
C4 0.3316 0.2057 0.9962
C5 0.9270 0.5932 -0.2074
C6 0.3738 0.1153 -1.3866
C7 -0.7652 -0.6927 -1.3878
C8 -1.3622 -1.0602 -0.1890
C9 -1.2874 -1.1506 -2.7038
O1 -2.4592 -1.2828 -2.9268
C10 -0.2338 -1.3934 -3.7226
C11 0.8634 -0.6402 -3.7050
C12 0.9938 0.4302 -2.6968
O2 1.5500 1.4729 -2.9351
H1 -0.9266 -3.0495 1.7360
H2 -1.3358 -2.9198 3.4157
H3 -2.6115 -2.8472 2.1514
H4 -0.7021 -0.7522 3.1082
H5 0.7261 0.5299 1.9480
H6 1.8011 1.2223 -0.2081
H7 -2.2368 -1.6919 -0.2154
H8 -0.3805 -2.1877 -4.4367
H9 1.6640 -0.8207 -4.4008
C13 -3.5933 3.1072 3.0366
O3 -3.5199 2.3075 1.8569
H10 -4.0284 4.0652 2.7675
H11 -4.2263 2.6306 3.7908
H12 -2.5995 3.2812 3.4522
H13 -3.1332 1.4598 2.1004
C14 -2.4046 0.8998 -5.6871
O4 -1.3703 0.2690 -6.4398
H14 -3.3505 0.4439 -5.9656
H15 -2.2477 0.7584 -4.6165
H16 -2.4438 1.9692 -5.9115
H17 -0.5394 0.6778 -6.1835
C15 -6.2188 3.5937 -0.5033
O5 -5.1262 4.4871 -0.3256
H18 -6.8493 4.0004 -1.2905
H19 -5.8707 2.6023 -0.8029
H20 -6.8093 3.5047 0.4126
H21 -4.5705 4.1148 0.3676
C16 4.6550 -0.6144 -0.7215
O6 3.8415 -1.7144 -1.1333
H22 4.2316 0.2946 -1.1417
H23 4.6667 -0.5300 0.3680
H24 5.6759 -0.7347 -1.0923
H25 4.2249 -2.5100 -0.7550
C17 4.7829 -0.5612 -5.3276
O7 3.5041 -0.3903 -5.9343
H26 5.2192 -1.4687 -5.7359
H27 5.4408 0.2819 -5.5538
H28 4.6931 -0.6685 -4.2425
H29 3.1206 0.4168 -5.5766
C18 -1.3154 -5.6105 5.6627
O8 -0.6341 -4.9101 4.6278
H30 -2.3413 -5.2518 5.6832
H31 -1.3224 -6.6873 5.4717
H32 -0.8558 -5.4212 6.6367
H33 0.2743 -5.2288 4.6101
C19 3.0265 -6.5584 5.6847
O9 2.5487 -6.5419 4.3397
H34 3.5956 -5.6461 5.8399
H35 2.1989 -6.5860 6.3988
H36 3.6786 -7.4171 5.8585
H37 2.0493 -7.3508 4.1965
C20 4.7949 2.4822 -2.8253
O10 5.4410 2.5592 -1.5560
H38 4.5478 1.4378 -3.0002
H39 3.8720 3.0647 -2.8348
H40 5.4578 2.8271 -3.6239
H41 5.6573 3.4803 -1.3907
C21 -2.4708 7.3176 2.8902
O11 -2.1171 5.9376 2.9073
H42 -2.5197 7.6544 3.9224
H43 -1.7215 7.9113 2.3603
H44 -3.4468 7.4684 2.4218
H45 -2.0725 5.6372 1.9949

Forces on atoms 1 to 2 (eV/Å):
C 0.28 0.26 -0.20
C 0.96 -0.73 -0.53

---

No. 2
C21H45GdO2P3 | wB97M-V/def2-TZVPD

The expectation value of S² is 16.07. Its multiplicity is 8. As for the charge: +3. The energy relative to the best compared isomer or geometry (same formula, charge and spin) comes out at 0.0 kJ/mol. As for the lowest unoccupied orbital energy (alpha / beta): -9.953 / -12.779 eV. The value obtained for the HOMO energy (alpha / beta) is -15.291 / -15.266 eV. The frontier orbital gap (alpha / beta) is 5.3 / 2.5 eV.

Element x y z (Å)
Gd1 0.9852 -0.3670 -0.1717
P1 -1.5782 -0.1350 1.2422
P2 2.0759 -1.9079 1.6616
P3 -1.1390 -2.1206 -1.2264
H1 1.2474 1.6221 -2.4726
C1 0.3020 1.1559 -2.7802
C2 -0.9001 1.5326 -2.2960
H2 -1.0113 2.3334 -1.5681
C3 -1.7471 1.3698 2.2802
C4 -1.8895 -1.4078 2.5234
C5 -3.2429 -0.0718 0.4484
C6 3.5528 -1.8312 0.5358
C7 2.8574 -1.6300 3.2862
C8 1.6021 -3.6486 1.7120
C9 -2.4166 -1.7140 -2.4874
C10 -1.9179 -3.5501 -0.3720
C11 -0.0486 -3.0856 -2.3315
H3 0.3971 0.2849 -3.4423
H4 -1.8167 1.0250 -2.5822
H5 -1.5942 2.2765 1.6794
H6 -1.0195 1.3611 3.1021
H7 -2.7609 1.3996 2.7090
H8 -1.0765 -1.3798 3.2587
H9 -1.9274 -2.4127 2.0894
H10 -2.8400 -1.2053 3.0366
H11 -3.2315 0.6805 -0.3530
H12 -3.9931 0.2214 1.2007
H13 -3.5323 -1.0419 0.0219
H14 3.9615 -2.8459 0.4921
H15 4.3005 -1.1712 0.9946
H16 3.3667 -1.4785 -0.5000
H17 3.5902 -2.4438 3.4461
H18 2.0707 -1.6461 4.0620
H19 3.3564 -0.6428 3.3011
H20 2.4196 -4.1922 2.2047
H21 1.4331 -4.0375 0.6979
H22 0.6704 -3.7439 2.2897
H23 -2.6015 -2.5995 -3.1118
H24 -2.0539 -0.9062 -3.1335
H25 -3.3597 -1.4022 -2.0249
H26 -2.0918 -4.3533 -1.1026
H27 -2.8746 -3.2758 0.0882
H28 -1.2451 -3.9336 0.4060
H29 -0.6457 -3.7602 -2.9550
H30 0.6674 -3.6757 -1.7456
H31 0.5022 -2.4003 -2.9868
C12 3.0618 -2.7255 -4.0786
C13 4.4327 -3.0500 -4.0802
C14 5.0089 -3.5518 -5.2564
C15 4.2113 -3.8481 -6.3772
C16 2.8322 -3.5854 -6.3335
C17 2.2613 -3.0121 -5.1864
O1 2.4873 -1.9324 -3.0738
H32 2.8956 -2.0936 -2.1906
H33 5.0453 -2.9017 -3.2035
H34 6.0741 -3.7893 -5.3002
H35 4.6596 -4.2208 -7.2949
H36 2.1986 -3.8235 -7.1724
H37 1.1912 -2.8383 -5.1342
C18 1.5732 3.2683 2.6418
C19 1.4574 4.0451 1.3354
C20 0.9389 3.0569 0.2937
O2 1.2559 1.6841 0.8376
C21 1.7849 1.8128 2.2451
H38 2.4064 3.6215 3.2494
H39 0.6475 3.3441 3.2201
H40 2.4364 4.4027 1.0058
H41 0.7950 4.9072 1.4228
H42 -0.1537 3.0986 0.1985
H43 1.4109 3.1393 -0.6966
H44 2.8443 1.5253 2.2040
H45 1.2390 1.0957 2.8733

Forces on atoms 1 to 2 (eV/Å):
Gd -2.01 1.31 -1.13
P -1.26 0.74 1.34

---

No. 3
C21H45N5SSb2Ti | wB97M-V/def2-TZVPD

Its multiplicity is 1. As for the charge: +4. The energy relative to the best compared isomer or geometry (same formula, charge and spin) comes out at 24.0 kJ/mol. As for the lowest unoccupied orbital energy (alpha / beta): -13.435 / -13.469 eV. The value obtained for the HOMO energy (alpha / beta) is -18.415 / -18.415 eV. The frontier orbital gap (alpha / beta) is 5.0 / 4.9 eV.

Element x y z (Å)
Ti1 1.2940 -0.0035 -0.1291
N1 1.6344 2.0452 0.4466
C1 3.1035 2.0851 0.7663
C2 3.3915 1.0204 1.7988
N2 2.9206 -0.3356 1.3277
C3 4.0187 -1.2014 0.7679
C4 4.0204 -1.0883 -0.7325
N3 2.5983 -1.3597 -1.1714
H1 1.4126 2.7971 -0.1993
H2 1.1091 2.2660 1.2875
H3 3.4030 3.0599 1.1455
H4 3.6579 1.9159 -0.1566
H5 2.8701 1.2566 2.7248
H6 4.4538 0.9970 2.0284
H7 2.5460 -0.8156 2.1380
H8 3.8160 -2.2299 1.0592
H9 4.9840 -0.9327 1.1880
H10 4.7098 -1.7955 -1.1856
H11 4.3025 -0.0950 -1.0726
H12 2.3800 -2.3221 -0.9154
H13 2.5553 -1.3563 -2.1874
C5 -2.1986 -2.9837 -0.3871
Sb1 -0.8304 -1.6266 -1.2587
C6 -0.3152 -2.5848 -3.0785
C7 -2.1812 -0.0285 -1.8120
C8 -2.6504 -0.2184 -3.2237
C9 -3.9347 -0.7267 -3.4218
C10 -4.4571 -0.8954 -4.6938
C11 -3.6874 -0.5537 -5.7921
C12 -2.4087 -0.0588 -5.6048
C13 -1.8657 0.1000 -4.3290
C14 -0.4216 0.5887 -4.3382
Sb2 0.7586 1.2800 -2.6814
C15 2.5910 1.5341 -3.7292
C16 0.0955 3.2878 -2.4926
H14 -2.9397 -3.1091 -1.1760
H15 -2.6412 -2.5408 0.4979
H16 -1.7284 -3.9356 -0.1545
H17 -1.2105 -2.5591 -3.7029
H18 -0.0487 -3.6193 -2.8605
H19 0.5058 -2.0934 -3.5942
H20 -1.6862 0.9240 -1.6288
H21 -3.0003 -0.1026 -1.0985
H22 -4.5496 -0.9622 -2.5581
H23 -5.4642 -1.2714 -4.8266
H24 -4.0765 -0.6728 -6.7949
H25 -1.8155 0.2042 -6.4754
H26 -0.3471 1.4932 -4.9492
H27 0.2286 -0.1496 -4.8085
H28 2.3574 2.1704 -4.5854
H29 2.9787 0.5828 -4.0924
H30 3.3383 2.0341 -3.1152
H31 -0.0756 3.6176 -3.5174
H32 0.8571 3.9258 -2.0455
H33 -0.8345 3.3486 -1.9333
C17 -0.1147 -1.6460 6.4461
C18 -1.2147 -1.4872 5.4119
N4 -0.6835 -1.1389 4.0520
C19 -0.7361 -0.0156 3.3713
S1 -0.4588 -0.1754 1.5957
N5 -1.0424 1.1872 3.8095
C20 -1.2221 1.7039 5.2067
C21 -2.6825 1.9307 5.5593
H34 -0.5610 -1.9723 7.3858
H35 0.4192 -0.7122 6.6333
H36 0.6080 -2.4066 6.1450
H37 -1.9507 -0.7478 5.6959
H38 -1.7472 -2.4260 5.2764
H39 -0.3142 -1.9254 3.5436
H40 -1.2692 1.8594 3.0926
H41 -0.6733 2.6427 5.2350
H42 -0.7255 1.0291 5.8897
H43 -3.1315 2.6929 4.9208
H44 -2.7484 2.2843 6.5882
H45 -3.2750 1.0173 5.4747

Forces on atoms 1 to 2 (eV/Å):
Ti -0.87 -0.51 1.01
N 0.53 0.13 -0.12

---

- Which of these has the lowest charge?
  C21H45FO11